[1]
# C30H39N8O4OsTe

A structure of composition C30H39N8O4OsTe (ωB97M-V/def2-TZVPD, OMol25).

Positions of all 83 atoms, in Å:
1 Os 0.005 -0.476 -0.118
2 C 3.110 -1.846 1.846
3 C 3.111 -1.355 0.447
4 N 2.083 -0.841 -0.230
5 C 2.540 -0.568 -1.510
6 C 3.850 -0.919 -1.603
7 N 4.179 -1.399 -0.364
8 C 4.897 -0.965 -2.681
9 O 4.565 -0.526 -3.873
10 O 5.947 -1.468 -2.398
11 C 1.574 -0.070 -2.505
12 O 1.860 0.254 -3.625
13 O 0.343 0.014 -1.987
14 H 2.120 -1.740 2.282
15 H 3.832 -1.297 2.451
16 H 3.391 -2.900 1.873
17 H 5.114 -1.741 -0.157
18 H 3.647 -0.185 -3.926
19 C -2.584 -1.257 -2.810
20 N -2.734 0.138 -2.461
21 C -3.273 1.112 -3.420
22 C -3.403 2.390 -2.575
23 N -2.799 1.999 -1.289
24 C -2.458 2.982 -0.277
25 C -2.460 0.718 -1.311
26 N -1.896 0.049 -0.238
27 C -2.644 0.073 1.034
28 C -1.923 -0.880 1.975
29 N -0.473 -0.612 1.835
30 C 0.240 -0.331 2.958
31 N 1.171 0.624 3.040
32 C 1.342 1.771 2.168
33 C 1.752 0.662 4.393
34 C 0.980 -0.434 5.143
35 N 0.115 -1.001 4.099
36 C -0.548 -2.281 4.296
37 H -3.502 -1.609 -3.280
38 H -2.398 -1.847 -1.914
39 H -1.758 -1.376 -3.514
40 H -4.232 0.757 -3.796
41 H -2.586 1.224 -4.259
42 H -4.438 2.697 -2.427
43 H -2.846 3.227 -2.995
44 H -2.282 3.935 -0.773
45 H -1.543 2.689 0.234
46 H -3.266 3.115 0.444
47 H -3.676 -0.247 0.872
48 H -2.659 1.080 1.460
49 H -2.140 -1.913 1.692
50 H -2.255 -0.728 3.001
51 H 0.635 1.723 1.341
52 H 2.356 1.802 1.769
53 H 1.160 2.689 2.729
54 H 1.591 1.650 4.824
55 H 2.826 0.479 4.354
56 H 0.381 -0.045 5.966
57 H 1.633 -1.214 5.532
58 H 0.111 -2.929 4.872
59 H -0.741 -2.751 3.334
60 H -1.483 -2.164 4.844
61 Te -0.041 -3.566 -0.305
62 C -1.667 -4.257 -1.428
63 C -1.516 -4.819 -2.691
64 C -2.644 -5.284 -3.353
65 C -3.897 -5.185 -2.762
66 C -4.034 -4.632 -1.495
67 C -2.918 -4.165 -0.819
68 C 1.529 -3.699 -1.687
69 C 2.714 -4.287 -1.258
70 C 3.798 -4.356 -2.131
71 C 3.691 -3.853 -3.419
72 C 2.502 -3.272 -3.844
73 C 1.417 -3.183 -2.977
74 H -0.541 -4.931 -3.147
75 H -2.539 -5.741 -4.327
76 H -4.768 -5.559 -3.283
77 H -5.007 -4.582 -1.026
78 H -3.028 -3.767 0.183
79 H 2.795 -4.723 -0.268
80 H 4.718 -4.823 -1.806
81 H 4.532 -3.918 -4.096
82 H 2.416 -2.887 -4.851
83 H 0.493 -2.735 -3.314

Values from the calculation:
- ⟨S²⟩ = 6.03
- net charge = +3
- LUMO level (spin up / spin down) (Eh) = -0.284 / -0.391
- 2S+1 = 5
- frontier orbital gap (spin up / spin down) (Ha) = 0.3052 / 0.2243


[2]
# C30H40AlFN3O4P

A structure of composition C30H40AlFN3O4P at a distorted geometry (ωB97M-V/def2-TZVPD, OMol25).

Positions of all 80 atoms, in Å:
1 Al -0.122 0.050 -0.143
2 C -1.048 5.144 4.726
3 C -0.403 3.950 5.412
4 C -1.068 3.559 6.712
5 C -0.492 2.221 7.271
6 C -0.439 1.143 6.239
7 C -0.494 -0.204 6.621
8 C -0.550 -1.197 5.658
9 F -0.815 -2.476 6.022
10 C -0.414 -0.917 4.326
11 C -0.249 0.424 3.905
12 C -0.158 0.736 2.516
13 O -0.164 -0.244 1.660
14 C -0.005 2.091 2.146
15 C -0.031 3.073 3.147
16 N -0.276 2.804 4.468
17 C -0.292 1.474 4.875
18 C 0.263 2.567 0.753
19 O 0.231 3.722 0.468
20 O 0.534 1.628 -0.157
21 H -1.315 5.899 5.507
22 H -1.994 4.866 4.186
23 H -0.364 5.635 4.027
24 H 0.645 4.237 5.638
25 H -2.155 3.501 6.527
26 H -0.893 4.332 7.470
27 H -1.102 1.891 8.110
28 H 0.531 2.399 7.691
29 H -0.513 -0.459 7.678
30 H -0.470 -1.709 3.549
31 H 0.149 4.120 2.945
32 C 4.458 -0.718 -6.397
33 C 5.102 -1.674 -5.412
34 N 4.189 -2.094 -4.367
35 C 3.400 -3.267 -4.632
36 C 2.182 -2.988 -5.562
37 C 3.758 -1.126 -3.495
38 O 3.934 0.106 -3.691
39 C 3.127 -1.598 -2.226
40 C 3.293 -2.848 -1.574
41 C 2.684 -3.097 -0.352
42 C 1.762 -2.195 0.136
43 N 1.500 -1.037 -0.545
44 C 2.218 -0.748 -1.633
45 H 5.132 -0.588 -7.279
46 H 4.365 0.277 -5.941
47 H 3.484 -1.055 -6.759
48 H 5.964 -1.184 -4.927
49 H 5.444 -2.609 -5.898
50 H 2.987 -3.697 -3.717
51 H 4.056 -4.036 -5.073
52 H 1.753 -1.977 -5.368
53 H 1.412 -3.738 -5.356
54 H 2.468 -3.073 -6.642
55 H 3.927 -3.582 -2.022
56 H 2.885 -4.012 0.205
57 H 1.265 -2.331 1.084
58 H 2.098 0.220 -2.064
59 C -2.827 -2.981 -1.346
60 C -3.442 -1.634 -0.960
61 P -2.312 -0.214 -1.265
62 C -3.379 1.254 -0.814
63 C -4.894 1.110 -0.719
64 C -2.213 -0.107 -3.082
65 C -3.481 -0.147 -3.917
66 H -3.643 -3.646 -1.676
67 H -2.352 -3.473 -0.487
68 H -2.111 -2.956 -2.167
69 H -3.724 -1.636 0.123
70 H -4.386 -1.441 -1.533
71 H -3.105 2.031 -1.530
72 H -3.035 1.601 0.199
73 H -5.306 0.548 -1.562
74 H -5.398 2.092 -0.692
75 H -5.208 0.529 0.169
76 H -1.545 -0.916 -3.398
77 H -1.620 0.821 -3.274
78 H -3.897 -1.144 -3.910
79 H -3.239 0.134 -4.987
80 H -4.256 0.585 -3.617

Values from the calculation:
- net charge = +2
- LUMO level (Eh) = -0.216
- frontier orbital gap (Ha) = 0.2847


[3]
# C30H40AsCl3N3O2P2RuS5

A structure of composition C30H40AsCl3N3O2P2RuS5 at a distorted geometry (ωB97M-V/def2-TZVPD, OMol25).

Positions of all 87 atoms, in Å:
1 Ru 1.113 -0.338 1.623
2 S 3.190 2.893 4.485
3 As 2.179 1.036 4.308
4 S 3.235 -0.254 2.874
5 S 0.154 1.332 3.499
6 S 2.118 0.116 6.216
7 C -0.585 -1.978 4.876
8 P 0.113 -2.042 3.181
9 C 1.572 -3.111 3.500
10 C -1.034 -3.269 2.403
11 C -0.490 -3.677 1.046
12 P -0.223 -2.209 -0.058
13 C 0.351 -3.187 -1.517
14 C -1.961 -1.963 -0.643
15 H -0.679 -2.985 5.287
16 H -1.559 -1.490 4.852
17 H 0.086 -1.384 5.503
18 H 1.277 -4.088 3.890
19 H 2.202 -2.593 4.229
20 H 2.146 -3.215 2.574
21 H -2.011 -2.788 2.291
22 H -1.145 -4.139 3.060
23 H -1.159 -4.385 0.540
24 H 0.491 -4.149 1.158
25 H -0.258 -4.082 -1.650
26 H 1.391 -3.460 -1.365
27 H 0.255 -2.564 -2.402
28 H -2.345 -2.854 -1.143
29 H -1.965 -1.121 -1.336
30 H -2.598 -1.707 0.201
31 C 1.385 4.641 1.980
32 N 0.765 3.503 1.336
33 C 1.246 2.688 0.396
34 S 0.197 1.435 -0.113
35 N 2.353 2.873 -0.341
36 C 3.513 3.674 -0.012
37 H 0.662 5.048 2.685
38 H 1.623 5.412 1.246
39 H 2.279 4.370 2.550
40 H 0.045 3.050 1.901
41 H 2.619 1.987 -0.781
42 H 3.252 4.726 0.087
43 H 4.212 3.570 -0.842
44 H 4.004 3.333 0.903
45 Cl -0.034 2.738 -3.027
46 C -0.886 1.333 -3.547
47 C -2.271 1.423 -3.557
48 C -3.063 0.353 -3.927
49 C -2.455 -0.820 -4.340
50 C -1.077 -0.889 -4.360
51 Cl -0.354 -2.353 -4.974
52 C -0.228 0.148 -3.924
53 N 1.111 -0.121 -3.869
54 C 2.224 0.706 -3.716
55 C 2.327 1.870 -4.475
56 C 3.417 2.708 -4.342
57 C 4.428 2.373 -3.456
58 C 4.368 1.178 -2.761
59 C 3.296 0.300 -2.900
60 C 3.326 -0.988 -2.152
61 C 2.870 -0.841 -0.649
62 O 2.470 -1.871 -0.086
63 O 2.986 0.281 -0.145
64 H -2.727 2.350 -3.244
65 H -4.140 0.428 -3.890
66 H -3.038 -1.675 -4.643
67 H 1.316 -1.108 -3.787
68 H 1.533 2.116 -5.167
69 H 3.476 3.613 -4.930
70 H 5.279 3.030 -3.332
71 H 5.166 0.913 -2.081
72 H 4.352 -1.365 -2.095
73 H 2.711 -1.765 -2.605
74 Cl -8.429 0.062 1.213
75 C -6.700 -0.007 1.432
76 C -5.858 0.438 0.413
77 C -4.501 0.387 0.585
78 C -3.918 -0.081 1.806
79 C -2.563 -0.047 2.021
80 C -4.828 -0.582 2.790
81 C -6.183 -0.539 2.610
82 H -6.288 0.822 -0.503
83 H -3.837 0.717 -0.202
84 H -1.876 0.355 1.293
85 H -2.145 -0.333 2.972
86 H -4.423 -0.995 3.705
87 H -6.856 -0.920 3.366

Values from the calculation:
- ⟨S²⟩ = 0.81
- net charge = -2
- LUMO level (spin up / spin down) (Eh) = 0.131 / 0.131
- 2S+1 = 2
- frontier orbital gap (spin up / spin down) (Ha) = 0.1424 / 0.1432


We obtain total energy values of -2263.409864 -2315.743642 -7866.926208 Ha for the records listed above, in that order.